1.
Here is a structure of composition C6H9N from the OMol25 dataset. Energies are from ωB97M-V/def2-TZVPD.

```
! wB97M-V def2-TZVPD RIJCOSX def2/J DEFGRID3
* xyz 0 1
H 1.169 0.043 2.227
C -0.363 1.024 1.000
C -1.143 -1.562 -0.116
H -1.286 1.352 -1.071
H 1.852 -1.041 -0.210
N -0.253 -0.594 -0.755
C 1.059 -0.297 -0.116
H 1.200 0.873 -2.002
H -2.091 -1.102 0.186
H -0.967 1.656 1.643
H -0.697 -1.999 0.788
H -1.364 -2.374 -0.815
H 1.564 1.878 -0.529
C 0.679 0.242 1.282
C -0.473 0.861 -0.532
C 1.021 1.022 -0.935
*
```

Output
**LUMO**: 1.18 eV
**Relative energy (zero: lowest compared OMol25 entry of this formula, charge and spin)**: 275.9 kJ/mol
**F_max**: 0.376 eV/Å
**Molar mass**: 95.1 g/mol
**HOMO**: -8.564 eV

And the natural (NBO) charges, in e, turn out to be:
1 H 0.22
2 C -0.23
3 C -0.43
4 H 0.21
5 H 0.21
6 N -0.41
7 C -0.10
8 H 0.21
9 H 0.20
10 H 0.22
11 H 0.19
12 H 0.20
13 H 0.20
14 C -0.23
15 C -0.10
16 C -0.37


2.
Here is an isolated molecule of C3H8O2S in a non-equilibrium geometry from the OMol25 dataset. Energies are from ωB97M-V/def2-TZVPD.

```
! wB97M-V def2-TZVPD RIJCOSX def2/J DEFGRID3
* xyz 0 1
H 0.865 0.536 1.872
C 0.874 1.080 0.938
H 1.857 1.372 0.560
O -2.638 -0.096 -0.361
C 1.159 -1.176 -0.973
H 0.180 1.933 1.056
O -0.502 -1.153 1.016
H -1.356 1.346 -1.025
S -0.073 -0.174 0.053
H 0.614 -1.970 -1.363
H 1.701 -0.645 -1.826
H -3.059 -0.287 0.511
H 1.900 -1.466 -0.211
C -1.523 0.700 -0.248
*
```

Output
**LUMO**: 0.62 eV
**Relative energy (zero: lowest compared OMol25 entry of this formula, charge and spin)**: 450.7 kJ/mol
**F_max**: 3.187 eV/Å
**Molar mass**: 108.2 g/mol
**HOMO**: -7.512 eV
**SMILES string**: CS(C)(=O)=CO

And the natural (NBO) charges, in e, turn out to be:
1 H 0.26
2 C -0.85
3 H 0.23
4 O -0.71
5 C -0.82
6 H 0.27
7 O -0.98
8 H 0.15
9 S 1.66
10 H 0.24
11 H 0.22
12 H 0.49
13 H 0.23
14 C -0.40